A gas-phase ion, C2H3N4O (charge -1) in a non-equilibrium geometry, computed with the ωB97M-V functional and the def2-TZVPD basis.

Each atom is followed by the atoms it is bonded to, with distances in Å.
Atoms and positions in Å:
1 C -0.7954 -0.2752 -0.1649  N3 1.341, N4 1.314, O7 1.727
2 C 1.7365 -0.0753 0.2081  O7 1.357, H8 1.108, H9 1.084, H10 1.133
3 N -0.9684 1.0388 -0.3686  C1 1.341, N5 1.325
4 N -1.8614 -1.0300 -0.0251  C1 1.314, N6 1.337
5 N -2.2891 1.0870 -0.2721  N3 1.325, N6 1.303
6 N -2.8121 -0.0928 -0.0917  N4 1.337, N5 1.303
7 O 0.7556 -1.0016 0.0606  C1 1.727, C2 1.357
8 H 2.6639 -0.6565 0.0326  C2 1.108
9 H 1.7518 0.2961 1.2261  C2 1.084
10 H 1.8186 0.7096 -0.6050  C2 1.133

## Properties
- energy relative to the best compared isomer or geometry (same formula, charge and spin) (kJ/mol) = 166.5
- HOMO-LUMO gap (eV) = 9.01
- highest occupied orbital energy (eV) = -4.88
- net charge = -1
- calculated total energy (Ha) = -372.2293

***

C17H28N4O2 in the gas phase in a non-equilibrium geometry, computed with the ωB97M-V functional and the def2-TZVPD basis.

Each atom is followed by the atoms it is bonded to, with distances in Å.
Atoms and positions in Å:
1 C -3.8027 -1.9975 -0.9672  C2 1.528, C25 1.535, H50 1.091, H51 1.092
2 C -3.7944 -0.4698 -0.9304  C1 1.528, C3 1.530, H48 1.093, H49 1.093
3 C -2.4098 0.0333 -0.5187  C2 1.530, C4 1.535, C30 1.531, H47 1.095
4 C -2.0321 -0.6087 0.8238  C3 1.535, N5 1.451, H28 1.089, H29 1.094
5 N -2.0287 -2.0597 0.7943  C4 1.451, C6 1.447, C25 1.452
6 C -0.9313 -2.6466 0.0565  N5 1.447, C7 1.486, H23 1.097, H24 1.103
7 C 0.3985 -2.2466 0.5842  C6 1.486, N8 1.300, O11 1.333
8 N 1.4993 -2.2068 -0.1056  C7 1.300, C9 1.366
9 C 2.4344 -1.8352 0.8187  N8 1.366, N10 1.303, C12 1.483
10 N 1.9194 -1.6494 2.0007  C9 1.303, O11 1.363
11 O 0.5909 -1.9215 1.8630  C7 1.333, N10 1.363
12 C 3.8792 -1.7058 0.5122  C9 1.483, C13 1.513, H21 1.090, H22 1.096
13 C 4.1163 -0.9973 -0.8036  C12 1.513, C14 1.498, C15 1.497, H20 1.082
14 C 5.4957 -0.5119 -1.1287  C13 1.498, C15 1.499, H18 1.079, H19 1.079
15 C 4.4063 0.4717 -0.8242  C13 1.497, C14 1.499, H16 1.079, H17 1.079
16 H 4.0118 1.0628 -1.6367  C15 1.079
17 H 4.4450 0.9977 0.1176  C15 1.079
18 H 5.8466 -0.5944 -2.1459  C14 1.079
19 H 6.2698 -0.6554 -0.3904  C14 1.079
20 H 3.5207 -1.4011 -1.6121  C13 1.082
21 H 4.3640 -1.1837 1.3375  C12 1.090
22 H 4.2948 -2.7179 0.4539  C12 1.096
23 H -1.0091 -3.7366 0.1575  C6 1.097
24 H -0.9175 -2.4200 -1.0229  C6 1.103
25 C -3.3272 -2.5585 0.3796  C1 1.535, N5 1.452, H26 1.093, H27 1.094
26 H -3.2885 -3.6499 0.3440  C25 1.093
27 H -4.0397 -2.2699 1.1582  C25 1.094
28 H -1.0572 -0.2470 1.1459  C4 1.089
29 H -2.7609 -0.3051 1.5805  C4 1.094
30 C -2.3771 1.5590 -0.4015  C3 1.531, N31 1.451, H45 1.106, H46 1.094
31 N -1.1519 2.0306 0.2173  C30 1.451, C32 1.453, C37 1.452
32 C 0.0206 1.8924 -0.6289  N31 1.453, C33 1.528, H43 1.091, H44 1.106
33 C 1.2598 2.2907 0.1722  C32 1.528, H34 1.090, O35 1.407, H42 1.101
34 H 2.1518 2.2494 -0.4538  C33 1.090
35 O 1.1675 3.6129 0.6455  C33 1.407, C36 1.408
36 C 0.0184 3.7662 1.4439  O35 1.408, C37 1.529, H40 1.091, H41 1.100
37 C -1.2501 3.4068 0.6701  N31 1.452, C36 1.529, H38 1.092, H39 1.105
38 H -2.1152 3.5031 1.3295  C37 1.092
39 H -1.3692 4.1067 -0.1770  C37 1.105
40 H -0.0019 4.8115 1.7568  C36 1.091
41 H 0.0910 3.1174 2.3296  C36 1.100
42 H 1.3763 1.5976 1.0194  C33 1.101
43 H 0.1278 0.8543 -0.9454  C32 1.091
44 H -0.0547 2.5314 -1.5281  C32 1.106
45 H -2.5348 2.0101 -1.3986  C30 1.106
46 H -3.2038 1.8747 0.2414  C30 1.094
47 H -1.6886 -0.2807 -1.2802  C3 1.095
48 H -4.0704 -0.0665 -1.9077  C2 1.093
49 H -4.5329 -0.1226 -0.2032  C2 1.093
50 H -4.8088 -2.3642 -1.1759  C1 1.091
51 H -3.1477 -2.3501 -1.7669  C1 1.092

## Properties
- energy relative to the best compared isomer or geometry (same formula, charge and spin) (kJ/mol) = 213.7
- HOMO-LUMO gap (eV) = 9.37
- highest occupied orbital energy (eV) = -8.48
- calculated total energy (Ha) = -1034.0102

***

9 unconnected molecules or ions with the total composition C52H98ClFI2N9O13P in a non-equilibrium geometry, computed with the ωB97M-V functional and the def2-TZVPD basis.

Each atom is followed by the atoms it is bonded to, with distances in Å.
Atoms and positions in Å:
1 C 5.3587 -4.8757 1.2161  C2 1.511, H40 1.087, H41 1.089, H42 1.089
2 C 4.5781 -5.2070 -0.0341  C1 1.511, O3 1.450, H43 1.085, H44 1.089
3 O 4.0062 -3.9801 -0.5531  C2 1.450, P4 1.588
4 P 3.6153 -4.0010 -2.0918  O3 1.588, O5 1.470, C6 1.806, O37 1.599
5 O 4.7143 -4.3599 -2.9994  P4 1.470
6 C 3.0032 -2.3236 -2.3615  P4 1.806, C7 1.532, H45 1.087, H46 1.085
7 C 1.5119 -2.1490 -2.0551  C6 1.532, C8 1.546, H47 1.089, H48 1.081
8 C 1.2932 -2.0902 -0.5256  C7 1.546, C9 1.508, H49 1.080, H50 1.090
9 C 0.0478 -1.3313 -0.1433  C8 1.508, C10 1.393, C22 1.417
10 C 0.0155 0.0308 -0.4323  C9 1.393, C11 1.391, C35 1.513
11 C -1.0946 0.8111 -0.1275  C10 1.391, C12 1.392, C28 1.502
12 C -2.2396 0.2678 0.4479  C11 1.392, C13 1.517, C17 1.432
13 C -3.4061 1.2117 0.6724  C12 1.517, C14 1.542, H51 1.079, H52 1.085
14 C -4.2750 1.3253 -0.5969  C13 1.542, C15 1.524, H53 1.087, H54 1.088
15 C -5.7673 1.1395 -0.3513  C14 1.524, F16 1.393, H55 1.089, H56 1.079
16 F -6.1298 1.5366 0.9335  C15 1.393
17 C -2.2342 -1.1238 0.7866  C12 1.432, C18 1.525, C22 1.416
18 C -3.4934 -1.7310 1.3955  C17 1.525, C19 1.539, C20 1.566, H57 1.074
19 C -4.1402 -2.7630 0.4542  C18 1.539, H58 1.090, H59 1.085, H60 1.086
20 C -3.2977 -2.2181 2.8712  C18 1.566, C21 1.526, H61 1.089, H62 1.086
21 C -3.8512 -3.6024 3.1964  C20 1.526, H63 1.090, H64 1.086, H65 1.083
22 C -1.0758 -1.8904 0.5145  C9 1.417, C17 1.416, C23 1.517
23 C -1.0324 -3.3465 0.9392  C22 1.517, I24 2.151, C25 1.540, H66 1.078
24 I -1.1013 -4.6954 -0.7351  C23 2.151
25 C 0.1097 -3.7071 1.9070  C23 1.540, C26 1.529, I27 2.180, H67 1.080
26 C 0.4029 -2.6554 2.9771  C25 1.529, H68 1.084, H69 1.088, H70 1.087
27 I -0.4591 -5.5325 2.9545  C25 2.180
28 C -0.7867 2.2220 -0.5389  C11 1.502, O29 1.185, N30 1.434
29 O -1.5191 3.1144 -0.8045  C28 1.185
30 N 0.6460 2.2729 -0.5846  C28 1.434, C31 1.487, C35 1.450
31 C 1.2024 2.5717 0.7615  N30 1.487, Cl32 1.785, C33 1.544, H71 1.092
32 Cl 2.7422 1.7023 1.0050  C31 1.785
33 C 1.3171 4.0906 1.0167  C31 1.544, C34 1.525, H72 1.084, H73 1.089
34 C 2.3920 4.4422 2.0392  C33 1.525, H74 1.083, H75 1.088, H76 1.086
35 C 1.0466 0.9557 -1.0398  C10 1.513, N30 1.450, O36 1.182
36 O 1.9531 0.7654 -1.7741  C35 1.182
37 O 2.4107 -5.0514 -2.1512  P4 1.599, C38 1.437
38 C 1.9929 -5.4046 -3.4799  O37 1.437, C39 1.512, H77 1.091, H78 1.086
39 C 0.9139 -6.4632 -3.4348  C38 1.512, H79 1.087, H80 1.088, H81 1.087
40 H 4.8126 -4.1348 1.7948  C1 1.087
41 H 5.4916 -5.7791 1.8094  C1 1.089
42 H 6.3449 -4.5039 0.9439  C1 1.089
43 H 5.1922 -5.7114 -0.7726  C2 1.085
44 H 3.7741 -5.8881 0.2392  C2 1.089
45 H 3.5579 -1.7197 -1.6481  C6 1.087
46 H 3.2855 -2.0747 -3.3792  C6 1.085
47 H 0.9788 -3.0333 -2.4012  C7 1.089
48 H 1.0691 -1.3110 -2.5748  C7 1.081
49 H 1.2845 -3.1209 -0.2018  C8 1.080
50 H 2.1560 -1.6141 -0.0595  C8 1.090
51 H -3.9859 0.9670 1.5492  C13 1.079
52 H -2.9655 2.1869 0.8524  C13 1.085
53 H -3.9494 0.6189 -1.3568  C14 1.087
54 H -4.1224 2.3126 -1.0274  C14 1.088
55 H -6.0356 0.0916 -0.4746  C15 1.089
56 H -6.3255 1.7128 -1.0746  C15 1.079
57 H -4.2183 -0.9430 1.4812  C18 1.074
58 H -4.0531 -2.4026 -0.5711  C19 1.090
59 H -3.6902 -3.7493 0.4887  C19 1.085
60 H -5.1961 -2.8364 0.6959  C19 1.086
61 H -3.8362 -1.5157 3.5061  C20 1.089
62 H -2.2497 -2.1219 3.1408  C20 1.086
63 H -3.8714 -3.7023 4.2820  C21 1.090
64 H -3.1992 -4.4031 2.8586  C21 1.086
65 H -4.8694 -3.7325 2.8497  C21 1.083
66 H -1.9641 -3.5518 1.4403  C23 1.078
67 H 1.0214 -3.9984 1.4074  C25 1.080
68 H -0.2742 -2.7794 3.8142  C26 1.084
69 H 1.3990 -2.8347 3.3756  C26 1.088
70 H 0.3774 -1.6406 2.5886  C26 1.087
71 H 0.5296 2.1835 1.5287  C31 1.092
72 H 1.4320 4.6190 0.0777  C33 1.084
73 H 0.3510 4.3620 1.4392  C33 1.089
74 H 3.3876 4.3771 1.6179  C34 1.083
75 H 2.2365 5.4734 2.3478  C34 1.088
76 H 2.2986 3.8026 2.9119  C34 1.086
77 H 1.6102 -4.5415 -4.0270  C38 1.091
78 H 2.8500 -5.7972 -4.0199  C38 1.086
79 H 1.1142 -7.2132 -2.6741  C39 1.087
80 H 0.9036 -6.9605 -4.4020  C39 1.088
81 H -0.0767 -6.0506 -3.2609  C39 1.087
82 C -7.7257 1.8264 -3.7852  O83 1.219, N84 1.343, H87 1.103
83 O -7.2668 1.0613 -2.9551  C82 1.219
84 N -7.0421 2.3011 -4.8397  C82 1.343, C85 1.450, C86 1.455
85 C -7.6360 3.2101 -5.8005  N84 1.450, H88 1.091, H89 1.092, H90 1.088
86 C -5.6597 1.8836 -5.0167  N84 1.455, H91 1.090, H92 1.091, H93 1.087
87 H -8.7626 2.1978 -3.7341  C82 1.103
88 H -7.6216 2.7663 -6.7975  C85 1.091
89 H -7.0798 4.1490 -5.8247  C85 1.092
90 H -8.6671 3.4198 -5.5247  C85 1.088
91 H -5.6057 0.7995 -5.1165  C86 1.090
92 H -5.0659 2.1743 -4.1492  C86 1.091
93 H -5.2511 2.3510 -5.9085  C86 1.087
94 C -0.8598 7.4679 -0.0555  O95 1.219, N96 1.343, H99 1.103
95 O 0.1773 6.9049 -0.3624  C94 1.219
96 N -2.0353 7.2760 -0.6767  C94 1.343, C97 1.449, C98 1.453
97 C -3.2390 7.9772 -0.2786  N96 1.449, H100 1.092, H101 1.093, H102 1.088
98 C -2.0794 6.3320 -1.7803  N96 1.453, H103 1.090, H104 1.091, H105 1.088
99 H -0.9181 8.1935 0.7733  C94 1.103
100 H -4.0090 7.2629 0.0216  C97 1.092
101 H -3.6156 8.5724 -1.1147  C97 1.093
102 H -3.0247 8.6413 0.5563  C97 1.088
103 H -1.7737 5.3441 -1.4369  C98 1.090
104 H -1.3888 6.6514 -2.5628  C98 1.091
105 H -3.0893 6.2859 -2.1813  C98 1.088
106 C -7.4484 -0.7325 3.2142  O107 1.218, N108 1.341, H111 1.104
107 O -7.1153 -1.8101 2.7544  C106 1.218
108 N -8.3928 0.0601 2.6858  C106 1.341, C109 1.447, C110 1.452
109 C -8.7434 1.3368 3.2696  N108 1.447, H112 1.092, H113 1.092, H114 1.088
110 C -9.0757 -0.3818 1.4825  N108 1.452, H115 1.091, H116 1.089, H117 1.087
111 H -6.9863 -0.3112 4.1238  C106 1.104
112 H -9.7984 1.3462 3.5519  C109 1.092
113 H -8.5608 2.1384 2.5511  C109 1.092
114 H -8.1408 1.5172 4.1573  C109 1.088
115 H -9.5838 -1.3290 1.6668  C110 1.091
116 H -8.3557 -0.5314 0.6790  C110 1.089
117 H -9.8023 0.3688 1.1825  C110 1.087
118 C 4.2023 -8.4613 1.9633  O119 1.221, N120 1.340, H123 1.104
119 O 5.1436 -7.8334 1.5052  C118 1.221
120 N 4.2529 -9.2169 3.0688  C118 1.340, C121 1.449, C122 1.457
121 C 3.0962 -9.9346 3.5642  N120 1.449, H124 1.091, H125 1.092, H126 1.088
122 C 5.5120 -9.3156 3.7945  N120 1.457, H127 1.084, H128 1.092, H129 1.084
123 H 3.2055 -8.4503 1.4893  C118 1.104
124 H 2.8504 -9.5977 4.5728  C121 1.091
125 H 3.3019 -11.0066 3.5905  C121 1.092
126 H 2.2413 -9.7564 2.9149  C121 1.088
127 H 5.8275 -8.3302 4.1187  C122 1.084
128 H 6.2805 -9.7285 3.1373  C122 1.092
129 H 5.3865 -9.9538 4.6621  C122 1.084
130 C 6.0767 2.5196 -3.4631  O131 1.217, N132 1.344, H135 1.105
131 O 6.9775 3.1574 -3.9757  C130 1.217
132 N 6.2349 1.6367 -2.4622  C130 1.344, C133 1.452, C134 1.453
133 C 5.1223 0.9075 -1.8806  N132 1.452, H136 1.092, H137 1.092, H138 1.085
134 C 7.5754 1.4093 -1.9503  N132 1.453, H139 1.091, H140 1.090, H141 1.087
135 H 5.0264 2.6183 -3.7910  C130 1.105
136 H 5.0492 1.1317 -0.8148  C133 1.092
137 H 5.2814 -0.1650 -2.0098  C133 1.092
138 H 4.1905 1.1885 -2.3603  C133 1.085
139 H 7.9951 2.3409 -1.5689  C134 1.091
140 H 8.2255 1.0473 -2.7472  C134 1.090
141 H 7.5366 0.6734 -1.1512  C134 1.087
142 C 6.6759 -7.3896 7.0154  O143 1.217, N144 1.345, H147 1.103
143 O 5.8783 -8.1539 6.5040  C142 1.217
144 N 7.9163 -7.7324 7.4059  C142 1.345, C145 1.450, C146 1.454
145 C 8.8272 -6.7793 8.0084  N144 1.450, H148 1.092, H149 1.092, H150 1.088
146 C 8.3500 -9.1063 7.2131  N144 1.454, H151 1.090, H152 1.090, H153 1.087
147 H 6.4395 -6.3286 7.2004  C142 1.103
148 H 9.7303 -6.6859 7.4024  C145 1.092
149 H 9.1077 -7.1077 9.0110  C145 1.092
150 H 8.3504 -5.8044 8.0793  C145 1.088
151 H 8.3116 -9.3667 6.1550  C146 1.090
152 H 7.6918 -9.7867 7.7541  C146 1.090
153 H 9.3676 -9.2195 7.5773  C146 1.087
154 C -3.1505 11.6960 0.5399  O155 1.217, N156 1.345, H159 1.103
155 O -2.7148 10.9227 1.3728  C154 1.217
156 N -2.4327 12.1978 -0.4802  C154 1.345, C157 1.449, C158 1.455
157 C -3.0002 13.1182 -1.4455  N156 1.449, H160 1.092, H161 1.092, H162 1.088
158 C -1.0398 11.7983 -0.6117  N156 1.455, H163 1.091, H164 1.090, H165 1.087
159 H -4.1941 12.0535 0.5554  C154 1.103
160 H -2.9434 12.6938 -2.4498  C157 1.092
161 H -2.4546 14.0634 -1.4314  C157 1.092
162 H -4.0432 13.3119 -1.2049  C157 1.088
163 H -0.9684 10.7165 -0.7302  C158 1.091
164 H -0.4837 12.0779 0.2830  C158 1.090
165 H -0.6032 12.2867 -1.4786  C158 1.087
166 C 0.8814 3.8236 -6.6532  O167 1.216, N168 1.345, H171 1.105
167 O 0.9499 3.6654 -7.8571  C166 1.216
168 N 1.8820 4.2773 -5.8780  C166 1.345, C169 1.450, C170 1.454
169 C 1.7335 4.4425 -4.4450  N168 1.450, H172 1.092, H173 1.092, H174 1.088
170 C 3.1558 4.6070 -6.4969  N168 1.454, H175 1.090, H176 1.090, H177 1.087
171 H -0.0375 3.6011 -6.0818  C166 1.105
172 H 1.8941 5.4855 -4.1659  C169 1.092
173 H 2.4613 3.8181 -3.9226  C169 1.092
174 H 0.7338 4.1451 -4.1349  C169 1.088
175 H 3.0224 5.3847 -7.2491  C170 1.090
176 H 3.5610 3.7227 -6.9895  C170 1.090
177 H 3.8506 4.9507 -5.7351  C170 1.087

## Properties
- HOMO-LUMO gap (eV) = 8.50
- highest occupied orbital energy (eV) = -8.84
- calculated total energy (Ha) = -5008.0239

***

Which value of HOMO-LUMO gap does entry 2 give? 9.37 eV